Density functional theory data (the ωB97M-V functional and the def2-TZVPD basis) for the ion C8H15N4O with charge +1 in a non-equilibrium geometry.

Geometry as XYZ:
```
28
Properties=species:S:1:pos:R:3:forces:R:3
C -1.49091 -1.20289 0.97136 0.1067 0.0477 -0.2415
C -1.29407 -0.21773 -0.16889 -0.7317 -0.6735 0.2513
C -2.22227 1.00243 0.02007 0.0187 -0.0453 -0.3097
C -2.07044 2.01301 -1.10942 0.0995 0.1331 0.1909
C -0.61101 2.42832 -1.23998 -0.1561 -0.2225 -0.1249
C 0.26285 1.17909 -1.39244 0.3988 0.6564 -0.5834
N 0.01332 0.38535 -0.22360 3.2304 -0.5652 2.0391
N 1.29591 -0.49033 0.12949 -2.0796 0.6002 -1.8483
C 1.57906 -1.19595 1.24160 0.8564 -0.3776 0.0974
C 2.80803 -1.78685 0.94520 -1.1140 0.4409 0.1517
N 3.58414 -2.64537 1.58636 0.4368 -0.0654 -0.1714
O 3.15765 -1.36743 -0.28443 0.2562 -0.4406 0.8448
N 2.19621 -0.57954 -0.77315 -0.8353 0.6344 -0.6842
H -1.26054 -0.74046 1.92778 0.0125 0.0578 0.1427
H -0.89007 -2.09964 0.83571 -0.0053 -0.0900 0.0392
H -2.53297 -1.50712 0.99055 -0.0823 -0.0291 -0.0075
H -1.52472 -0.71426 -1.12459 0.0249 0.0272 0.0580
H -1.96841 1.47513 0.97048 -0.0178 -0.0666 0.0767
H -3.25184 0.65217 0.07613 -0.0249 -0.1180 0.0324
H -2.68516 2.88682 -0.89762 -0.0873 -0.0009 -0.0899
H -2.41574 1.57692 -2.04744 -0.0693 -0.0081 -0.0779
H -0.46172 3.07597 -2.10172 0.0490 0.0224 -0.0431
H -0.29778 2.96633 -0.34455 0.0706 0.0388 -0.0195
H 0.01890 0.64053 -2.31737 0.0478 -0.0285 0.0303
H 1.31383 1.46606 -1.42690 -0.1347 -0.0029 -0.0144
H 0.98081 -1.22284 2.12241 -0.1988 0.0115 0.1537
H 3.34988 -2.98640 2.50259 -0.0198 0.0465 -0.0349
H 4.41704 -2.99130 1.13240 -0.0517 0.0173 0.1425
```
Positions in Å, forces in eV/Å.

Computed properties:
ΔE to the lowest compared entry with this formula, charge and spin   35.4 kcal per mole
F_max   0.07510 Eh/bohr
Charge   +1
Structure (SMILES)   C[C@H]1CCCCN1[n+]1cc(N)on1
DFT total energy   -607.7475 Ha
Gap between HOMO and LUMO   0.35701 hartree

Listed below, in e, are the Mulliken charges computed for each atom: -1.85 0.75 -0.89 -0.69 -0.76 -0.51 -0.01 0.67 0.01 0.17 -0.38 -0.22 -0.69 0.36 0.47 0.44 0.27 0.35 0.40 0.34 0.34 0.37 0.33 0.35 0.43 0.46 0.22 0.25